# 1
12
Properties=species:S:1:pos:R:3:forces:R:3 method="wB97M-V/def2-TZVPD" largest_force_ha_per_bohr=0.070 energy_ev=-8234.58124 e_homo_ev=-9.78
C -1.893137 0.778036 -0.173999 -0.30 -1.34 -0.62
C -0.721062 0.060298 0.590630 0.68 3.32 -1.24
O -0.325959 0.970073 1.280392 1.62 -0.60 2.39
N 0.237097 -0.926201 0.204683 -0.38 0.18 -0.06
C 1.550033 -0.477524 -0.011959 -0.04 -0.11 0.03
N 2.447192 -1.250651 -0.468454 -0.30 0.23 0.26
H -1.594068 1.831022 -0.402316 0.17 -1.16 0.34
H -2.052247 0.266177 -1.100201 -0.85 -0.25 -0.65
H -2.778956 0.852569 0.464209 0.11 -0.37 -0.30
H 0.102423 -1.911882 0.004820 -0.52 0.41 -0.17
H 1.665466 0.583875 0.218945 0.02 -0.18 -0.01
H 3.319691 -0.736754 -0.594271 -0.22 -0.13 0.03

***

# 2
12
Properties=species:S:1:pos:R:3:forces:R:3 method="wB97M-V/def2-TZVPD" largest_force_ha_per_bohr=0.143 energy_ev=-8232.22631 e_homo_ev=-9.19
C -0.470413 0.025217 0.552636 -1.18 -2.71 -1.22
C 0.602782 -1.081783 0.233255 0.49 2.47 1.71
C 0.374858 1.211938 0.473280 4.78 1.82 -5.29
H -0.691651 -0.220362 -1.530133 -0.48 0.76 0.18
H -2.047268 0.764938 -0.848819 2.03 -1.57 -0.15
H -0.964975 -0.253708 1.577957 0.32 0.85 -2.33
H 0.315455 -1.934596 -0.296646 -1.00 -1.00 -1.09
H 0.914501 -1.430972 1.213404 0.97 0.02 0.15
H 0.224724 2.305799 0.317245 -0.90 -0.84 1.19
N -1.314442 -0.012848 -0.750429 -1.63 0.91 2.48
N 1.424342 1.030663 -0.417956 -2.68 -1.89 4.20
O 1.632085 -0.404281 -0.523797 -0.74 1.17 0.19

***

# 3
12
Properties=species:S:1:pos:R:3:forces:R:3 method="wB97M-V/def2-TZVPD" largest_force_ha_per_bohr=0.021 energy_ev=-8232.08562 e_homo_ev=-8.21
N 0.158080 -1.169551 -0.491159 -0.13 -0.10 -0.08
C -0.440102 -0.154360 0.391888 -0.03 0.00 -0.05
C 0.142665 1.198047 -0.028565 0.05 -0.09 0.31
O 1.782013 0.767340 0.089913 -0.10 -0.03 -0.20
C -1.905003 -0.030842 0.252191 -0.98 0.09 -0.07
N -3.049265 0.069205 0.116880 1.06 -0.14 0.15
H -0.153076 -2.108020 -0.255811 0.08 0.13 -0.01
H -0.119056 -0.969282 -1.450551 0.03 -0.02 0.09
H -0.227406 -0.489354 1.421789 -0.03 0.14 -0.11
H 2.042519 1.222033 -0.724864 0.15 -0.06 0.17
H 0.089758 1.860191 0.848715 -0.02 -0.06 -0.18
H 1.678873 -0.195409 -0.170425 -0.08 0.13 -0.02

***

# 4
12
Properties=species:S:1:pos:R:3:forces:R:3 method="wB97M-V/def2-TZVPD" largest_force_ha_per_bohr=0.026 energy_ev=-8235.31554 e_homo_ev=-10.25
N -1.514135 -0.335446 -0.168641 0.03 -0.18 -0.15
C -0.348292 0.524765 -0.250315 0.04 0.16 0.07
C 0.543537 0.259204 0.973116 -0.03 0.28 0.01
O 0.745803 -1.129617 1.143937 0.35 -0.08 0.00
C 0.413068 0.383627 -1.523744 0.32 -0.02 -1.04
N 0.915879 0.312105 -2.565886 -0.45 0.00 1.24
H -2.002468 -0.377635 -1.058136 0.03 0.03 0.19
H -1.204355 -1.274624 0.068459 -0.08 0.09 -0.08
H -0.685084 1.568496 -0.202673 0.17 -0.09 -0.06
H 1.491630 0.807838 0.886085 -0.23 -0.13 -0.02
H 0.014951 0.626520 1.858263 0.01 -0.07 -0.14
H 1.629465 -1.365234 0.839535 -0.17 0.01 -0.02

***

# 5
12
Properties=species:S:1:pos:R:3:forces:R:3 method="wB97M-V/def2-TZVPD" largest_force_ha_per_bohr=0.057 energy_ev=-8233.44737 e_homo_ev=-8.71
C 0.929750 -0.473327 0.230901 -0.50 -1.88 -0.78
C -0.392721 -0.720717 0.452368 0.11 -0.33 0.31
C -1.538496 0.167877 0.066564 -1.15 0.96 1.99
N 1.463743 0.684630 -0.338965 -0.68 1.79 -0.26
N 2.660399 0.644975 -0.700081 -0.72 -0.08 1.01
O 1.819220 -1.475372 0.322480 2.85 0.75 0.21
H -0.712302 -1.750515 0.894163 1.02 2.00 -0.88
H -2.380843 -0.453785 -0.241794 0.19 0.13 -0.59
H -1.362418 1.032498 -0.555761 0.52 -0.40 -0.89
H -2.027189 0.748555 0.919795 0.81 -1.05 -0.21
H 2.911388 1.614961 -0.944601 -0.06 -0.46 -0.33
H 2.747406 -1.001000 0.124044 -2.40 -1.42 0.41

***

# 6
12
Properties=species:S:1:pos:R:3:forces:R:3 method="wB97M-V/def2-TZVPD" largest_force_ha_per_bohr=0.008 energy_ev=-8236.15235 e_homo_ev=-9.93
C -1.025520 0.473473 0.813822 -0.03 0.01 0.02
C -0.365322 0.360326 -0.535970 0.00 0.01 -0.04
N -0.770084 0.875490 -1.626873 0.00 -0.08 0.35
N 0.817173 -0.385144 -0.628033 0.14 -0.05 -0.17
C 1.575901 -1.081802 0.282070 0.05 -0.03 -0.02
O 2.588707 -1.660851 -0.043061 -0.33 0.18 0.15
H -1.927167 1.086524 0.730284 0.19 -0.12 -0.01
H -0.357531 0.941574 1.543928 -0.04 -0.09 -0.10
H -1.314845 -0.511011 1.195510 0.09 0.10 -0.05
H -1.630498 1.400645 -1.487650 0.10 -0.07 0.03
H 1.193023 -0.411812 -1.568893 -0.02 0.01 0.01
H 1.216165 -1.087410 1.324870 -0.14 0.13 -0.17

***

# 7
12
Properties=species:S:1:pos:R:3:forces:R:3 method="wB97M-V/def2-TZVPD" largest_force_ha_per_bohr=0.049 energy_ev=-8234.95888 e_homo_ev=-9.12
C -1.361130 -0.293907 -0.827225 0.03 0.01 -0.11
N -0.102062 0.104894 -0.213963 0.37 -0.09 0.00
C 0.059896 0.323325 1.142874 0.37 0.03 0.27
N 1.217036 0.686508 1.544633 -0.45 0.05 0.61
C 1.178530 -0.042818 -0.851122 -0.74 0.11 0.18
O 1.290359 -0.370882 -2.010132 0.19 0.31 0.94
H -1.105387 -0.766783 -1.778130 -0.08 0.02 0.12
H -2.012203 0.562577 -1.039429 0.22 -0.07 0.09
H -1.926016 -1.008438 -0.209491 0.32 0.18 -0.07
H -0.805102 0.120886 1.784761 0.08 -0.06 -0.16
H 1.407490 0.615475 2.527125 -0.51 0.26 0.51
H 1.857345 0.249332 0.059286 0.19 -0.74 -2.38

***

# 8
12
Properties=species:S:1:pos:R:3:forces:R:3 method="wB97M-V/def2-TZVPD" largest_force_ha_per_bohr=0.053 energy_ev=-8233.51614 e_homo_ev=-8.99
C 0.219410 0.219147 1.778270 -0.44 0.69 -0.96
C 0.169323 -0.324577 0.241063 0.58 -1.36 1.10
N 0.671272 -1.439378 0.189193 0.24 -1.20 -2.43
N -0.198801 -0.046580 -1.186904 -0.18 0.74 0.48
C -0.741029 0.966082 -1.908310 -0.08 0.35 0.31
O -0.904577 0.940159 -3.113319 0.11 -0.07 0.66
H 0.295580 -0.612217 2.530983 -0.26 0.28 -1.49
H -0.629674 0.816080 2.085584 -0.07 0.45 -0.10
H 1.156134 0.772084 1.912692 -0.35 0.22 -0.27
H 0.994417 -2.273061 0.532770 0.77 -1.18 1.98
H 0.073561 -0.869989 -1.750879 -0.14 0.64 0.81
H -1.017060 1.806061 -1.263228 -0.18 0.43 -0.08

***

# 9
12
Properties=species:S:1:pos:R:3:forces:R:3 method="wB97M-V/def2-TZVPD" largest_force_ha_per_bohr=0.104 energy_ev=-8235.13051 e_homo_ev=-8.30
C 0.654794 0.681695 -0.697458 -0.30 -5.32 0.14
C -0.489860 -0.062603 0.115687 -0.65 2.66 -0.03
N 1.771373 0.011089 -0.244230 1.56 1.25 -0.51
N -1.494848 -0.461918 -0.721278 0.00 0.04 -0.34
C -0.530185 -0.115770 1.454963 0.03 0.02 -0.38
O 0.541318 1.053517 -1.845878 -0.19 1.13 0.78
H 2.600150 0.026448 -0.825426 -0.04 0.35 0.09
H 1.938583 -0.210730 0.722443 -0.40 0.00 -0.04
H -1.445998 -0.077738 -1.655038 -0.16 0.00 0.15
H -2.413081 -0.603646 -0.332094 0.07 0.00 -0.07
H -1.448257 -0.367918 1.958800 -0.02 -0.49 0.12
H 0.316011 0.127573 2.069509 0.09 0.36 0.09

***

# 10
12
Properties=species:S:1:pos:R:3:forces:R:3 method="wB97M-V/def2-TZVPD" largest_force_ha_per_bohr=0.011 energy_ev=-8235.32776 e_homo_ev=-9.51
C 1.586721 -0.551033 0.021390 0.18 -0.10 -0.06
N 0.551608 0.453578 -0.132556 -0.17 0.04 0.09
C -0.754325 0.077414 -0.295939 0.09 -0.04 -0.08
N -1.222783 -0.915891 -0.949227 0.23 0.20 0.16
C -1.738133 0.963972 0.423962 0.03 0.41 0.14
O -1.404106 2.009746 0.931584 -0.20 -0.48 -0.18
H 1.219781 -1.406213 0.607185 0.06 0.14 -0.12
H 2.426581 -0.102444 0.555553 -0.08 -0.09 -0.11
H 1.960179 -0.927860 -0.937071 -0.08 0.10 0.09
H 0.652000 1.306879 0.398361 -0.01 -0.11 0.08
H -0.464007 -1.389648 -1.445302 -0.16 -0.14 0.10
H -2.771736 0.576473 0.469125 0.11 0.08 -0.13

***

# 11
12
Properties=species:S:1:pos:R:3:forces:R:3 method="wB97M-V/def2-TZVPD" largest_force_ha_per_bohr=0.022 energy_ev=-8232.91420 e_homo_ev=-9.23
N 1.355138 0.244358 1.692393 0.05 -0.18 -0.13
C 1.472459 -0.204120 0.461139 0.06 0.45 0.45
C -1.193237 -0.650924 -1.024374 -0.01 -0.10 -0.27
O -1.676194 -0.389386 0.268239 0.09 0.03 0.17
C -0.816363 0.599914 -1.721750 0.31 0.89 -0.43
N -0.483192 1.594060 -2.210802 -0.32 -0.97 0.45
H 0.998664 -0.373750 2.415635 0.07 0.13 -0.13
H 1.626114 1.169083 2.027402 0.02 -0.14 -0.13
H 1.901288 0.627715 -0.132317 -0.05 -0.15 0.08
H -0.300416 -1.285152 -0.997384 -0.15 0.03 -0.07
H -1.985200 -1.153376 -1.581545 0.06 0.08 0.01
H -0.899062 -0.178421 0.803364 -0.12 -0.06 0.00

***

# 12
12
Properties=species:S:1:pos:R:3:forces:R:3 method="wB97M-V/def2-TZVPD" largest_force_ha_per_bohr=0.024 energy_ev=-8234.08456 e_homo_ev=-9.10
C 0.596610 2.133954 1.043310 0.09 0.23 0.15
N -0.189726 1.302207 0.162944 0.08 -0.33 -0.08
C 0.237174 0.137340 -0.038266 -0.08 0.43 0.12
N -0.445157 -0.757091 -0.865267 0.19 -0.20 0.05
C 0.112179 -1.960185 -0.972227 -0.01 0.46 0.17
O -0.584696 -2.778388 -1.761774 0.54 0.08 0.39
H -0.022710 2.427265 1.896492 0.11 0.03 -0.08
H 1.511508 1.648115 1.420825 -0.18 0.05 -0.09
H 0.878356 3.046183 0.509133 -0.02 -0.07 0.12
H 1.145529 -0.315757 0.380789 -0.20 0.20 -0.05
H -1.306151 -0.442836 -1.310419 0.07 -0.10 0.01
H 0.025461 -3.513972 -1.645222 -0.60 -0.79 -0.72

***

# 13
12
Properties=species:S:1:pos:R:3:forces:R:3 method="wB97M-V/def2-TZVPD" largest_force_ha_per_bohr=0.098 energy_ev=-8232.49430 e_homo_ev=-9.77
C 0.481345 1.303177 -0.550440 -0.44 0.63 -4.08
C -0.138416 0.148833 -0.624680 0.85 -1.16 -2.42
C -0.173620 -0.808511 0.550012 2.06 4.59 0.06
N 3.304124 -0.211075 0.129272 0.64 1.22 1.83
N 3.504129 0.557405 0.919362 -0.25 -0.09 -0.47
O 3.142653 -1.064676 -0.639507 -0.41 -1.15 -1.36
H 0.746030 1.929271 -1.472795 -0.66 -0.87 1.60
H 0.536645 1.684461 0.372235 1.23 1.81 3.36
H -0.342498 -0.134952 -1.713054 -0.05 -0.46 1.78
H 0.482911 -0.362923 1.366229 -0.72 -0.80 -0.95
H 0.130351 -1.720873 0.260899 1.31 -3.26 -0.86
H -1.106916 -0.865591 0.910057 -3.57 -0.46 1.51

***

# 14
12
Properties=species:S:1:pos:R:3:forces:R:3 method="wB97M-V/def2-TZVPD" largest_force_ha_per_bohr=0.116 energy_ev=-8232.36810 e_homo_ev=-8.62
C 1.503503 -1.449467 -0.032051 0.34 -0.40 0.36
C -0.950553 1.391486 -0.095165 0.94 4.22 -4.09
C -1.274392 0.255010 0.645593 0.04 -2.68 2.32
H 0.875484 -2.092521 0.752693 1.22 1.25 -1.60
H 1.559910 0.032102 -1.260888 -1.94 0.24 2.68
H -1.689140 1.824317 -0.879933 1.09 -1.10 1.33
H -0.138315 2.147168 -0.030080 -0.79 -0.41 1.50
H -2.197189 -0.299222 0.597511 -0.48 0.27 -0.75
H -0.895520 0.021428 1.603286 0.89 0.49 1.15
N 0.991871 -0.139065 -0.303652 3.50 -0.78 -2.06
N -0.368707 0.118212 -0.465522 -2.01 -1.86 -2.27
O 2.583046 -1.809449 -0.531792 -2.82 0.76 1.41

***

# 15
12
Properties=species:S:1:pos:R:3:forces:R:3 method="wB97M-V/def2-TZVPD" largest_force_ha_per_bohr=0.090 energy_ev=-8232.62868 e_homo_ev=-9.48
C 0.202899 0.142076 -0.160138 0.76 3.90 1.82
C -1.051057 -0.549750 0.002549 -2.02 -2.84 -0.67
C -2.279396 -0.003360 -0.033999 0.92 1.56 0.84
H 2.818609 0.373553 0.926542 -0.80 -1.88 -3.99
H 1.373550 -1.294626 -0.820916 0.07 0.21 1.41
H 1.229421 1.713300 -0.051495 -1.18 0.04 -0.19
H -0.991485 -1.675394 0.109596 0.06 1.35 0.01
H -3.193394 -0.558222 0.244686 0.71 0.31 -0.55
H -2.302996 1.133174 -0.101138 -0.30 -1.64 -0.10
N 1.351789 -0.678046 0.033512 0.14 -1.32 -2.14
N 0.210667 1.446391 -0.068879 1.68 -1.88 -0.49
O 2.631397 -0.049092 -0.080323 -0.04 2.19 4.05

***

# 16
12
Properties=species:S:1:pos:R:3:forces:R:3 method="wB97M-V/def2-TZVPD" largest_force_ha_per_bohr=0.063 energy_ev=-8233.33530 e_homo_ev=-10.09
C -0.235089 -0.294441 -0.849566 0.20 1.59 -0.51
C 1.257685 0.025722 -1.250766 -1.51 -0.12 -0.58
C 1.155078 0.660010 0.115576 -1.45 -0.67 -2.68
N -0.062275 0.414032 0.406721 -0.03 -0.79 0.96
N -1.317624 -0.744060 -1.266379 -0.49 -0.23 -2.56
O -1.320477 -1.671088 2.589962 0.63 1.70 -2.26
H 1.770188 -0.888412 -1.065201 1.00 -0.84 -0.76
H 1.450609 0.531762 -2.253125 -0.01 -0.55 1.63
H -1.030209 -0.703678 2.736761 -0.71 -2.30 -0.71
H 1.922892 1.064241 0.635028 1.89 1.67 2.04
H -1.332979 -0.945682 -2.337567 0.44 -0.07 2.53
H -1.340149 -1.781032 1.561029 0.04 0.61 2.90

***

# 17
12
Properties=species:S:1:pos:R:3:forces:R:3 method="wB97M-V/def2-TZVPD" largest_force_ha_per_bohr=0.074 energy_ev=-8234.92031 e_homo_ev=-9.79
C 3.163635 0.591890 -0.188650 -0.46 -2.42 1.44
C -0.609399 -0.199709 -0.094759 -1.38 1.19 -1.46
C -2.053627 -0.349287 0.318431 0.99 -0.03 1.43
N 2.965283 -0.483807 0.218969 0.56 2.54 -1.21
N -0.076225 0.757980 -0.702534 1.11 1.02 -0.29
O 0.125984 -1.221010 0.160398 1.48 -3.18 1.40
H 3.350458 1.622239 -0.410575 -0.06 -0.14 -0.23
H 1.103117 -1.085887 0.066250 -0.98 0.35 -0.19
H -2.703327 -0.992287 -0.217394 0.08 -1.16 -0.85
H -2.611782 0.552017 0.351028 0.01 1.26 0.00
H -1.965692 -0.713998 1.339006 -0.46 -0.20 0.20
H -0.688426 1.521858 -0.840173 -0.87 0.80 -0.22

***

# 18
12
Properties=species:S:1:pos:R:3:forces:R:3 method="wB97M-V/def2-TZVPD" largest_force_ha_per_bohr=0.066 energy_ev=-8233.42338 e_homo_ev=-9.49
C -0.809881 -0.065099 0.598001 2.39 1.04 -2.20
C 0.271746 -1.144032 0.352816 -0.96 0.27 -1.62
C 0.159257 1.167226 0.373142 -0.50 -1.09 -0.07
H -1.233996 -0.338045 -1.406912 -1.44 1.04 1.61
H -2.365590 0.825377 -0.633123 1.65 -2.07 0.10
H -1.217160 -0.181419 1.566530 -0.80 0.24 0.84
H -0.206255 -1.830204 -0.358912 0.40 -0.57 0.61
H 0.713616 -1.602919 1.219747 -0.16 -0.21 0.44
H -0.141632 2.201973 0.591264 0.47 -0.48 -0.30
N -1.797003 -0.090115 -0.524651 0.27 0.67 -0.59
N 1.222606 0.870931 -0.281835 -0.58 0.00 0.81
O 1.343132 -0.536131 -0.409618 -0.72 1.16 0.37

***

# 19
12
Properties=species:S:1:pos:R:3:forces:R:3 method="wB97M-V/def2-TZVPD" largest_force_ha_per_bohr=0.064 energy_ev=-8233.76447 e_homo_ev=-8.58
C 0.156650 -0.291119 0.004553 2.06 2.05 1.52
N 0.581520 -0.826313 -1.226295 -0.09 0.12 0.10
N -0.543681 -1.203295 0.832096 0.42 -0.59 0.27
C 0.337333 1.922496 0.524118 -1.44 2.84 0.21
C -0.465543 1.081061 -0.094324 0.69 -0.94 -0.44
O 0.806326 2.836935 1.095790 0.16 -1.53 -0.55
H 0.140497 -0.445734 -2.051836 0.29 -0.58 0.12
H 0.999037 -1.745849 -1.183551 -0.31 0.25 -0.48
H -0.756707 -0.850570 1.753438 -0.38 -0.43 -0.27
H -1.063586 -1.959024 0.403883 -0.02 0.49 0.31
H 1.141218 0.179747 0.634607 -1.22 -2.15 -0.89
H -1.333063 1.301666 -0.692478 -0.15 0.47 0.11

***

# 20
12
Properties=species:S:1:pos:R:3:forces:R:3 method="wB97M-V/def2-TZVPD" largest_force_ha_per_bohr=0.037 energy_ev=-8235.04507 e_homo_ev=-9.83
N 1.869982 -0.046639 -0.281697 -0.04 0.37 0.11
C 0.903084 0.671587 0.317267 -0.19 0.62 0.22
O 1.244132 1.786220 0.704807 -0.76 0.11 0.27
C -0.505061 0.222734 0.474637 0.01 0.20 0.13
C -1.329082 -0.207741 -0.682878 -0.11 0.10 -0.25
N -0.841792 -1.182021 0.283441 -0.06 -0.18 0.12
H 2.626002 0.633451 -0.129959 0.76 -1.53 -0.82
H 1.862063 -1.030440 -0.531246 0.15 0.55 0.25
H -0.996457 0.800204 1.253279 -0.04 -0.16 -0.11
H -0.879958 -0.282437 -1.670086 -0.04 0.06 0.17
H -2.377090 0.086130 -0.670697 0.18 -0.11 0.01
H -1.575820 -1.451048 0.933137 0.14 -0.02 -0.10